Below is a molecular structure, C5H7BiFO3 in a non-equilibrium geometry, with properties calculated with ωB97M-V with the def2-TZVPD basis set.

* F_max: 0.144 hartree/bohr
* highest occupied orbital energy (alpha / beta): -18.03 / -18.45 eV
* energy above the lowest of the compared OMol25 structures with the same formula, charge and spin: 0.0 kJ/mol
* lowest unoccupied orbital energy (alpha / beta): -12.38 / -12.19 eV

ORCA input file:
```
! wB97M-V def2-TZVPD RIJCOSX def2/J DEFGRID3
* xyz 2 2
Bi 1.17871 -0.38991 -1.10341
F -1.76333 0.44141 1.87305
O -0.30271 -1.40246 -1.70893
O -2.20540 -0.86692 -0.63242
O -2.13881 -2.64789 -1.92263
C 1.97225 -0.09044 1.31979
C -1.84114 0.49380 -0.51140
C 2.80625 0.63732 0.54408
C -1.52775 -1.69828 -1.47364
C -1.14209 0.83974 0.76082
H -0.67669 1.82747 0.86879
H 2.64311 1.70405 0.36561
H 2.24089 -1.12541 1.55918
H 3.71220 0.19414 0.11915
H -2.79059 1.05326 -0.54615
H 1.06135 0.19793 1.84570
H -1.22624 0.83219 -1.35758
*
```

=====

Below is a molecular structure, C15H20BrOTi in a non-equilibrium geometry, with properties calculated with ωB97M-V with the def2-TZVPD basis set.

* F_max: 0.073 hartree/bohr
* highest occupied orbital energy (alpha / beta): -0.57 / -1.06 eV
* lowest unoccupied orbital energy (alpha / beta): 2.96 / 2.93 eV

ORCA input file:
```
! wB97M-V def2-TZVPD RIJCOSX def2/J DEFGRID3
* xyz -1 1
Br -0.28333 -2.31643 1.05298
Ti -0.00342 -0.10964 0.02395
O -0.05843 -0.97846 -1.77409
C 0.43599 -2.26395 -2.26785
C 0.47071 -1.91063 -3.74760
C 1.78320 1.40458 -0.49189
C -2.10515 0.01690 1.01919
C -0.20729 -0.56759 -3.50442
C -1.13260 1.96240 0.22472
C 2.23349 -0.67790 0.42578
C 2.26034 0.07973 -0.78765
C -1.72552 1.28108 -0.89066
C 1.74560 0.16775 1.47664
C 0.56926 0.68896 -3.76443
C 1.50300 1.46005 0.91686
C -2.31990 0.06861 -0.39396
C -1.33658 1.16182 1.40076
C -1.67686 -0.55103 -3.81290
H -1.03933 1.41126 2.41461
H -0.28812 -3.04800 -2.02404
H 0.11750 1.52929 -3.21122
H 1.64997 -0.10707 2.52532
H 1.61275 0.58055 -3.43338
H 1.72621 2.22573 -1.19886
H -2.10838 0.43378 -3.58197
H -0.68740 2.95156 0.17019
H -2.53122 -0.72094 1.70206
H -2.91265 -0.63218 -0.97188
H 1.24911 2.35548 1.47557
H 1.41373 -2.51638 -1.84184
H 0.57107 0.95181 -4.84756
H -2.19518 -1.31114 -3.21263
H -0.12073 -2.58088 -4.37449
H -1.86985 -0.76831 -4.88683
H 2.60351 -1.69783 0.53294
H 1.48598 -1.81657 -4.14157
H -1.81259 1.67707 -1.89530
H 2.70485 -0.23436 -1.72274
*
```

=====

Below is C5H8O2 in the gas phase, with properties calculated with ωB97M-V with the def2-TZVPD basis set.

* F_max: 0.013 hartree/bohr
* highest occupied orbital energy: -9.71 eV
* energy above the lowest of the compared OMol25 structures with the same formula, charge and spin: 138.1 kJ/mol
* lowest unoccupied orbital energy: 0.90 eV
* SMILES: O=CCC1(O)CC1

ORCA input file:
```
! wB97M-V def2-TZVPD RIJCOSX def2/J DEFGRID3
* xyz 0 1
O -1.66082 0.15665 0.29622
O -0.96958 -2.40225 -0.55138
C 0.56474 -0.82535 0.46736
C -0.29966 0.35808 0.07184
C 0.05940 -2.18134 0.05235
C 0.20419 1.72042 0.41946
C 0.09802 1.30657 -1.02597
H 1.00871 1.15096 -1.59758
H 1.19880 1.78416 0.85219
H -1.90382 -0.61076 -0.24678
H -0.51547 2.43435 0.80960
H 0.64456 -0.87498 1.56411
H 0.70140 -3.02631 0.37713
H 1.59415 -0.72614 0.09694
H -0.72461 1.73593 -1.58549
*
```

=====

Below is 2 unconnected molecules or ions with the total composition C5H16NO2 in a non-equilibrium geometry, with properties calculated with ωB97M-V with the def2-TZVPD basis set.

* F_max: 0.030 hartree/bohr
* highest occupied orbital energy (alpha / beta): -19.33 / -19.18 eV
* energy above the lowest of the compared OMol25 structures with the same formula, charge and spin: 190.4 kJ/mol
* lowest unoccupied orbital energy (alpha / beta): -6.83 / -13.69 eV

ORCA input file:
```
! wB97M-V def2-TZVPD RIJCOSX def2/J DEFGRID3
* xyz 2 2
O 2.78596 -0.55548 0.32801
O -0.96641 -1.36182 2.56895
N 0.79564 1.00877 0.87363
C -0.28998 0.95175 -2.12480
C -0.71283 -0.08914 -0.82075
C -1.94279 0.64458 -0.38755
C 0.38321 -0.26440 0.17883
C 1.67727 -0.89951 -0.44117
H 3.13593 -1.26425 0.88246
H 1.86119 -0.47421 -1.42471
H 0.66412 1.38955 -1.82900
H 1.81829 0.94108 1.00659
H 0.35413 1.07241 1.79551
H -2.18977 0.39742 0.66603
H 0.57006 1.82584 0.30717
H -2.84340 0.42034 -0.95302
H -1.07642 1.64884 -2.41023
H 0.00026 -0.91401 0.99695
H -1.66504 -2.00717 2.37932
H -0.88690 -1.04555 -1.30120
H -0.11166 0.23329 -2.93976
H -1.95287 1.74144 -0.34919
H 1.49688 -1.97201 -0.53640
H -0.90486 -1.42774 3.53436
*
```

=====

Below is a molecular structure, C26H46CrN6O5S2, with properties calculated with ωB97M-V with the def2-TZVPD basis set.

* F_max: 0.004 hartree/bohr
* highest occupied orbital energy (alpha / beta): -13.51 / -14.39 eV
* energy above the lowest of the compared OMol25 structures with the same formula, charge and spin: 0.0 kJ/mol
* lowest unoccupied orbital energy (alpha / beta): -5.26 / -5.27 eV

ORCA input file:
```
! wB97M-V def2-TZVPD RIJCOSX def2/J DEFGRID3
* xyz 2 5
Cr 0.35676 1.28401 0.78071
S 2.01550 -0.83627 2.89216
S -1.14654 -2.37323 -3.87680
O 1.26842 0.47540 2.67346
O -1.47818 -1.06091 -4.37335
O 3.51534 -1.61709 -4.15186
O -1.48505 -2.68770 -2.50165
O 3.95006 0.44908 -3.66987
N -3.72769 0.25816 1.46258
N 1.38820 -0.10129 -0.52610
N 1.70127 -1.72536 -1.99316
N 3.37689 -0.60323 -3.49442
N -2.82553 0.82253 -0.59982
N -1.40849 0.35586 1.18581
C -0.70709 3.50579 1.38358
C 3.18848 -2.08607 4.84489
C 4.35570 -1.38963 4.10629
C -2.63614 0.47188 0.69348
C -3.94785 1.63903 -1.04344
C 1.68957 3.37893 1.79059
C 3.77168 -0.44127 3.04543
C 1.89011 3.30215 0.40289
C 0.83297 3.42794 -0.51102
C -1.83392 0.51999 -1.61971
C 1.08472 -1.36272 -0.84899
C 2.25399 0.35331 -1.48809
C -0.46814 3.49476 0.00038
C 0.27063 -2.27814 -0.01036
C 2.85315 3.39036 2.73396
C 0.38145 3.47131 2.26310
C 1.38485 -2.93164 -2.78523
C 1.07329 3.52165 -1.99168
C -3.61200 0.20436 2.91182
C 0.64126 -2.56717 -4.07323
C -1.87263 -3.60159 -4.92783
C -2.10877 3.65201 1.89834
C -1.54372 -5.01811 -4.48325
C 2.45440 -0.63550 -2.38870
C 1.94134 -1.23605 4.64307
C -4.94546 -0.35134 0.92837
H 0.80232 4.52077 -2.33667
H 0.84392 -3.17948 0.21422
H 2.11952 3.36600 -2.24931
H 1.97750 -0.28157 5.17348
H 3.72478 2.90622 2.29570
H 0.03051 -1.77893 0.92205
H 3.12883 4.42215 2.96015
H -1.30690 3.53841 -0.68485
H 2.29890 -3.46846 -3.01262
H 5.01396 -2.12625 3.65210
H 0.46346 2.81070 -2.55068
H -5.16676 -1.25111 1.50354
H -4.61757 1.08261 -1.70059
H -4.51242 2.01072 -0.19339
H 4.95933 -0.81119 4.80295
H -5.79642 0.32570 1.00579
H 2.59843 2.89741 3.67034
H -1.28666 -0.37332 -1.33966
H 3.39729 -2.20971 5.90545
H 2.71463 1.32381 -1.46950
H -2.21280 3.23124 2.89683
H -2.89682 0.94340 3.26683
H 0.83831 -3.28546 -4.86616
H 2.90314 3.22846 0.02227
H 4.24168 -0.52559 2.06785
H 1.01072 -1.75312 4.86602
H -0.47494 -5.22713 -4.53941
H -2.04766 -5.72599 -5.13837
H 0.75265 -3.55155 -2.15384
H -0.64608 -2.57184 -0.51809
H -2.94094 -3.38321 -4.86272
H -1.88424 -5.19265 -3.46495
H -2.36291 4.71190 1.96220
H -4.80257 -0.63934 -0.10771
H 3.02174 -3.08391 4.43736
H -1.53759 -3.36795 -5.93892
H 3.78158 0.60345 3.35940
H 0.20146 3.50369 3.33081
H -3.31119 -0.78848 3.26089
H -1.13030 1.34598 -1.77483
H 0.93501 -1.59048 -4.45107
H -2.82932 3.18308 1.23114
H -3.56398 2.49436 -1.60397
H -1.40755 -0.10617 2.08686
H -4.58358 0.43463 3.34458
H -2.33327 0.31401 -2.56388
*
```

=====

Below is 2 unconnected molecules or ions with the total composition C5H11NO in a non-equilibrium geometry, with properties calculated with ωB97M-V with the def2-TZVPD basis set.

* F_max: 0.053 hartree/bohr
* highest occupied orbital energy: -8.28 eV
* energy above the lowest of the compared OMol25 structures with the same formula, charge and spin: 351.8 kJ/mol
* lowest unoccupied orbital energy: 0.92 eV
* SMILES: C=CC(=C)NC.O

ORCA input file:
```
! wB97M-V def2-TZVPD RIJCOSX def2/J DEFGRID3
* xyz 0 1
O 4.50301 -2.77449 4.77390
N -0.14700 0.33835 -1.74498
C -1.43763 -0.46135 1.40745
C -0.65909 0.39464 -3.11255
C -0.68262 0.90255 -0.59676
C -0.54367 2.23434 -0.36904
C -1.68398 0.20188 0.25399
H -1.55945 1.03125 -3.13915
H 0.35350 -0.52586 -1.60845
H 4.50685 -3.30236 3.95886
H -0.02857 2.89331 -1.04960
H -2.74132 0.32821 -0.02599
H 0.08159 0.70359 -3.86842
H -0.61262 -1.17898 1.48980
H -0.80698 -0.63713 -3.41902
H -2.27362 -0.89395 1.94798
H 4.75475 -1.88047 4.58134
H -1.02316 2.62648 0.52061
*
```

=====

Below is C17H19BrF2N4O3 in the gas phase in a non-equilibrium geometry, with properties calculated with ωB97M-V with the def2-TZVPD basis set.

* F_max: 0.061 hartree/bohr
* highest occupied orbital energy: -8.05 eV
* energy above the lowest of the compared OMol25 structures with the same formula, charge and spin: 3.9 kJ/mol
* lowest unoccupied orbital energy: 0.66 eV
* SMILES: CCn1nc(C(=O)Nc2ccc3c(c2)OC[C@H](N)C3)c(Br)c1OCC(F)F

ORCA input file:
```
! wB97M-V def2-TZVPD RIJCOSX def2/J DEFGRID3
* xyz 0 1
Br 0.11269 2.93118 -3.74487
F 2.16234 -0.79863 -7.34803
F 2.41226 1.26462 -8.14963
O 0.04547 -0.03429 -5.72109
O 0.63366 -1.23446 4.86053
O 0.28090 2.25883 -0.67910
N 0.10980 -0.95976 -2.30359
N 0.00174 -1.20403 -3.64347
N 0.10449 0.24315 0.37369
N -0.23931 0.21504 8.18515
C 1.53259 0.37335 -7.59241
C 0.24525 1.02340 -0.79517
C -0.48994 1.23731 5.98457
C 0.04967 -0.02616 -4.34775
C -0.42369 1.82308 2.22205
C -0.22855 -2.53899 -4.20511
C 1.00273 0.87627 -6.26526
C 0.23090 0.16978 6.80788
C -0.50934 2.05189 3.58397
C 0.02301 -1.20258 6.18463
C 0.19816 0.33132 -2.14523
C -0.01454 0.58612 1.72845
C -0.24319 1.01500 4.49195
C 0.10165 0.99855 -3.43915
C 0.19265 -0.24924 4.01212
C 0.27849 -0.42550 2.64043
C -1.72225 -2.63994 -4.63637
H -0.84421 3.03014 3.92362
H 0.12853 -0.78532 0.20571
H -1.55025 1.11591 6.14562
H 0.44589 -2.69233 -5.01852
H -2.38895 -2.27567 -3.86633
H -0.19674 1.16135 8.55729
H -0.18011 2.23090 6.30459
H -0.66470 2.60320 1.51539
H 0.66084 0.24025 -8.27104
H 0.00552 -3.31954 -3.47692
H 1.31665 0.41154 6.77510
H -2.06504 -3.70272 -4.82792
H 1.89660 0.97663 -5.62772
H 0.57783 1.84191 -6.41682
H -1.90800 -2.04659 -5.51849
H 0.70230 -1.36652 2.31274
H -1.04879 -1.42283 6.14155
H -1.19371 -0.10178 8.27427
H 0.45869 -1.98383 6.80872
*
```

=====

Below is 2 unconnected molecules or ions with the total composition C6H8N5O in a non-equilibrium geometry, with properties calculated with ωB97M-V with the def2-TZVPD basis set.

* F_max: 0.095 hartree/bohr
* highest occupied orbital energy (alpha / beta): -12.61 / -11.53 eV
* energy above the lowest of the compared OMol25 structures with the same formula, charge and spin: 739.3 kJ/mol
* lowest unoccupied orbital energy (alpha / beta): -3.96 / -6.34 eV

ORCA input file:
```
! wB97M-V def2-TZVPD RIJCOSX def2/J DEFGRID3
* xyz 1 1
O -1.52238 0.80277 -3.82239
N -1.13364 0.24189 -1.59173
N -1.65830 -1.89173 -1.62154
N -0.93650 -0.91833 -0.84954
N -1.71680 -1.36886 -2.96533
N 1.61472 1.30435 -0.04104
C 1.29575 2.33601 0.68158
C 1.78351 0.08234 0.65972
C 0.96835 2.25734 2.04780
C 1.35829 0.06903 1.90000
C -1.48713 0.07427 -2.88479
C 1.06702 1.10452 2.74687
H -0.78662 1.10730 -1.23553
H -2.72319 -2.03398 -1.40176
H -1.22010 -2.77931 -1.69599
H -2.12170 -1.68319 -3.86426
H 2.31359 -0.64466 0.10031
H 0.79388 1.04873 3.75304
H 1.29982 3.30976 0.08837
H 0.61999 3.21379 2.46241
*
```